(1)
This record from the Open Molecules 2025 dataset describes C19H24N4O3 in the gas phase. The level of theory is ωB97M-V with the def2-TZVPD basis set.

Atoms and positions in Å:
1 H -3.19793 -6.24576 -4.15190
2 N -3.96199 -5.88810 -4.71368
3 C -3.99621 -4.62803 -4.69553
4 N -4.90202 -3.82318 -5.35139
5 C -4.62226 -2.49759 -5.09616
6 C -3.56223 -2.46787 -4.28517
7 C -2.86660 -1.27193 -3.77746
8 O -3.17973 -0.17694 -4.22954
9 N -1.90007 -1.40741 -2.84345
10 C -1.55503 -2.58182 -2.02824
11 C -0.92900 -1.96577 -0.77778
12 C -1.98600 -1.57780 0.24842
13 C -0.20810 -0.74402 -1.37764
14 N 0.18986 0.28155 -0.44188
15 C 1.23279 0.08951 0.40910
16 O 1.91237 -0.92051 0.36999
17 C 1.46456 1.19451 1.42238
18 C 2.94946 1.39576 1.73241
19 C 3.15706 2.11396 3.04015
20 C 3.11065 1.41175 4.24101
21 C 3.26683 2.07783 5.44596
22 C 3.46910 3.45059 5.46556
23 C 3.51791 4.17407 4.27939
24 C 3.71210 5.66642 4.29194
25 C 3.36222 3.48803 3.07814
26 C -1.19750 -0.20819 -2.40731
27 O -3.15277 -3.77564 -4.02547
28 H -5.63684 -4.19648 -5.92236
29 H -5.17844 -1.67462 -5.50578
30 H -2.43913 -3.17058 -1.79595
31 H -0.84736 -3.22361 -2.55759
32 H -0.20500 -2.64413 -0.32799
33 H -2.73990 -0.91446 -0.18356
34 H -2.49979 -2.46588 0.61776
35 H -1.53896 -1.07161 1.10439
36 H 0.69347 -1.09990 -1.88035
37 H -0.38941 1.09593 -0.32926
38 H 0.94952 0.88224 2.33647
39 H 0.99803 2.12877 1.10182
40 H 3.42372 1.94713 0.91804
41 H 3.41615 0.41091 1.76846
42 H 2.96364 0.33753 4.22735
43 H 3.24040 1.52410 6.37600
44 H 3.59843 3.96429 6.41103
45 H 4.21467 6.00718 3.38688
46 H 2.75100 6.18216 4.34962
47 H 4.30519 5.98014 5.15070
48 H 3.41176 4.04003 2.14425
49 H -1.90049 0.50573 -1.96346
50 H -0.71811 0.29172 -3.24833

Force components x, y, z for each atom (eV/Å):
0.000 0.000 0.000
0.000 0.001 -0.001
0.002 -0.003 0.005
-0.004 0.006 -0.003
-0.002 -0.003 -0.002
0.003 0.000 0.003
-0.006 -0.004 -0.002
0.001 0.001 0.001
0.005 0.005 -0.002
-0.002 -0.004 0.004
0.001 0.006 0.000
0.000 -0.005 0.000
0.001 0.005 -0.005
-0.005 0.009 0.006
0.007 0.049 -0.061
-0.002 0.000 0.001
-0.005 -0.046 0.064
0.003 -0.074 0.030
-0.002 0.066 -0.038
0.001 0.000 0.001
0.001 0.001 0.000
0.000 -0.001 0.000
0.000 0.001 0.000
0.000 0.001 0.000
-0.002 0.000 0.001
0.002 -0.002 0.001
0.000 0.003 -0.003
0.002 -0.004 0.001
0.002 0.002 0.001
0.000 -0.001 -0.001
-0.001 0.000 0.000
0.001 0.000 -0.001
-0.001 0.000 0.000
-0.001 0.001 0.000
0.001 0.001 -0.001
0.001 -0.004 0.002
0.001 -0.004 -0.003
0.000 -0.001 0.001
0.000 0.000 0.000
0.000 0.000 0.000
0.000 0.000 0.001
0.000 0.000 0.000
0.000 0.000 0.000
0.000 0.000 0.000
0.000 0.000 0.000
0.000 0.000 -0.001
0.000 0.000 0.000
0.000 0.000 0.000
-0.002 -0.002 0.000
0.001 0.001 0.001

Output
Relative energy (zero: lowest compared OMol25 entry of this formula, charge and spin) = 36.7 kcal per mole
SMILES = [H]/N=c1/[nH]cc(C(=O)N2C[C@H](C)[C@H](NC(=O)CCc3cccc(C)c3)C2)o1
Lowest unoccupied orbital energy = 0.574 eV
2S+1 = 1
Total energy = -1183.2041 Eh
Kohn-Sham gap = 0.3265 hartree
HOMO energy = -8.312 eV

***

(2)
This record from the Open Molecules 2025 dataset describes C19H24N4O3S in the gas phase. The level of theory is ωB97M-V with the def2-TZVPD basis set.

Atoms and positions in Å:
1 C 0.69070 2.49097 -1.92468
2 O 1.57198 1.45944 -1.54508
3 C 2.40562 1.68219 -0.48638
4 C 2.48666 2.88788 0.20028
5 C 3.34965 3.02499 1.27234
6 C 4.14942 1.97020 1.66973
7 C 4.08099 0.77345 0.97943
8 C 3.22030 0.61069 -0.09443
9 C 3.17685 -0.71086 -0.81492
10 N 2.40075 -1.71071 -0.08541
11 C 2.73319 -3.05772 -0.49141
12 C 2.00717 -4.02567 0.43237
13 N 0.59190 -3.82632 0.24712
14 C 0.05921 -2.64955 -0.09989
15 O -1.13964 -2.54419 -0.33024
16 C 0.96890 -1.43054 -0.12839
17 C 0.56222 -0.55180 1.08296
18 C -0.40025 0.58175 0.74415
19 O -0.25829 1.70670 1.18514
20 N -1.40674 0.22690 -0.07356
21 C -2.49050 1.11703 -0.39885
22 C -3.83090 0.54277 -0.05775
23 C -4.09154 -0.70215 0.42205
24 S -5.78471 -0.91924 0.65079
25 C -6.02288 0.72176 0.06668
26 C -7.37680 1.31314 -0.03064
27 N -4.93428 1.31840 -0.24945
28 H 0.07928 2.07528 -2.72486
29 H 0.05143 2.78843 -1.08956
30 H 1.23504 3.36233 -2.30309
31 H 1.86641 3.72250 -0.08007
32 H 3.39048 3.96646 1.79917
33 H 4.82129 2.07739 2.50774
34 H 4.69888 -0.06110 1.27780
35 H 2.78383 -0.56395 -1.83298
36 H 4.19869 -1.09207 -0.89191
37 H 3.81203 -3.19353 -0.39169
38 H 2.44926 -3.27314 -1.53851
39 H 2.26105 -5.05982 0.19170
40 H 2.29226 -3.81822 1.47042
41 H -0.04047 -4.61014 0.32191
42 H 0.72423 -0.87987 -1.05231
43 H 1.45875 -0.11278 1.51826
44 H 0.08612 -1.16705 1.85188
45 H -1.50148 -0.74964 -0.34554
46 H -2.48064 1.36070 -1.47011
47 H -2.34066 2.04680 0.16068
48 H -3.41305 -1.50092 0.64052
49 H -8.01042 0.70824 -0.67765
50 H -7.84305 1.35677 0.95275
51 H -7.29823 2.31783 -0.43655

Force components x, y, z for each atom (eV/Å):
-0.227 0.218 -0.087
0.235 -0.264 0.248
0.354 -0.051 0.096
-0.135 0.060 -0.184
0.012 -0.023 -0.021
0.087 -0.024 0.129
-0.105 0.096 -0.074
-0.062 0.152 -0.312
-0.010 0.087 -0.027
0.134 -0.296 0.049
-0.015 -0.254 0.155
0.484 0.150 -0.096
-0.099 -0.392 0.070
0.076 -0.141 -0.118
-0.290 0.117 -0.050
-0.134 0.251 0.016
-0.047 0.305 0.018
0.155 -0.365 0.053
0.076 0.332 0.233
-0.504 -0.121 -0.319
0.045 0.314 -0.024
0.211 -0.698 0.267
-0.165 0.088 -0.008
0.211 0.666 -0.268
-0.169 -0.891 0.334
-0.228 0.055 0.016
-0.005 0.780 -0.326
0.019 0.065 0.040
0.013 -0.003 -0.012
-0.009 -0.038 0.025
-0.110 0.052 -0.036
-0.009 0.080 0.042
0.059 0.015 0.067
0.077 -0.112 0.026
0.093 -0.096 0.063
-0.072 0.018 -0.027
-0.047 0.005 -0.033
0.064 -0.038 0.053
-0.042 0.079 0.002
0.081 -0.091 -0.113
-0.041 0.178 -0.032
-0.023 -0.182 0.111
-0.166 -0.023 -0.035
0.034 0.000 0.031
0.153 0.034 0.071
-0.021 0.062 0.136
-0.030 -0.120 -0.154
0.266 -0.147 0.033
-0.083 0.034 -0.032
-0.079 0.051 0.014
-0.013 0.025 -0.010

Output
Relative energy (zero: lowest compared OMol25 entry of this formula, charge and spin) = 24.7 kcal per mole
SMILES = COc1ccccc1CN1CCNC(=O)[C@H]1CC(=O)NCc1csc(C)n1
Lowest unoccupied orbital energy = 0.627 eV
2S+1 = 1
Total energy = -1581.3855 Eh
Kohn-Sham gap = 0.3295 hartree
HOMO energy = -8.340 eV